<i>
{
  "formula": "C4H13N2O2",
  "method": "the ωB97M-V functional and the def2-TZVPD basis",
  "symbols": ["C", "C", "C", "N", "N", "C", "O", "H", "H", "H", "H", "H", "H", "H", "H", "H", "H", "H", "H", "H", "O"],
  "xyz": [[0.04, -0.35, 0.37], [-0.54, 1.10, 0.37], [-1.02, 1.69, 1.71], [-2.48, 1.53, 1.81], [-0.59, -1.23, -0.59], [0.44, -1.89, -1.53], [1.29, -1.11, -2.19], [1.12, -0.17, 0.24], [-0.13, -0.79, 1.36], [-1.33, 1.12, -0.43], [0.20, 1.75, -0.10], [-0.52, 1.12, 2.51], [-0.64, 2.69, 1.88], [-2.75, 1.03, 0.98], [-2.82, 1.11, 2.66], [-1.22, -0.73, -1.20], [0.99, -2.57, -0.84], [-0.20, -2.40, -2.30], [3.99, -1.02, -1.90], [2.58, -0.57, -1.43], [3.57, -0.33, -1.36]],
  "lumo_ev": 3.7618,
  "total_charge": -1,
  "gap_ev": 7.147
}

<ii>
{
  "formula": "C4H13N2O2",
  "method": "the ωB97M-V functional and the def2-TZVPD basis",
  "symbols": ["C", "C", "C", "N", "N", "C", "O", "H", "H", "H", "H", "H", "H", "H", "H", "H", "H", "H", "H", "H", "O"],
  "xyz": [[0.34, 0.84, 1.66], [-0.54, 1.18, 0.34], [-1.96, 0.47, 0.28], [-1.83, -1.00, 0.15], [1.52, -0.10, 1.48], [1.93, -0.35, 0.11], [0.88, -0.87, -0.59], [0.61, 1.87, 1.92], [-0.25, 0.41, 2.43], [-0.04, 1.16, -0.70], [-0.69, 2.27, 0.28], [-2.62, 0.66, 1.16], [-2.44, 0.82, -0.64], [-2.28, -1.40, -0.66], [-0.81, -1.17, 0.09], [1.25, -0.99, 1.84], [2.18, 0.64, -0.39], [2.83, -1.04, 0.10], [0.08, -0.67, -3.28], [1.14, -1.32, -2.35], [0.72, -1.44, -3.20]],
  "lumo_ev": 4.0544,
  "total_charge": -1,
  "gap_ev": 7.364
}

Which of them is least stable? Easy: <ii>.